Entry 1:
A cluster of 2 separate species, C3H6O3 in total, computed with wB97M-V/def2-TZVPD.

Structure (XYZ):
```
12
Properties=species:S:1:pos:R:3:forces:R:3
O 0.1987 0.2678 -1.8244 -0.146 -0.209 -0.049
C -0.5496 0.8236 -0.8447 -0.246 0.004 0.308
C -1.2292 0.0890 0.0476 0.183 0.319 -0.189
O -1.1931 -1.2792 -0.0685 0.118 -0.171 0.141
H 0.0393 -0.6916 -1.7674 0.100 0.155 -0.091
H -0.5368 1.9074 -0.8431 -0.065 -0.118 0.007
H -1.8336 0.5241 0.8405 0.087 -0.059 -0.192
H -0.3964 -1.6132 0.4008 -0.289 0.061 -0.098
C 1.3623 0.0038 1.0099 0.189 0.338 0.157
O 1.3268 -1.2014 0.9468 0.011 -0.123 0.010
H 1.7851 0.6134 0.1945 0.040 -0.068 0.083
H 1.0265 0.5562 1.9079 0.019 -0.130 -0.087
```
Forces are in eV/Å.

* total charge: 0
* energy: -9348.8906 eV
* SMILES: O/C=C\O.C=O
* HOMO-LUMO gap: 0.3613 Ha
* energy relative to the best compared isomer or geometry (same formula, charge and spin): 55.9 kcal per mole

=====

Entry 2:
A cluster of 2 separate species, C3H6O3 in total, computed with wB97M-V/def2-TZVPD.

Structure (XYZ):
```
12
Properties=species:S:1:pos:R:3:forces:R:3
O -0.0809 -1.1742 1.0798 -1.498 -0.143 0.618
C -1.3102 -1.1152 1.0794 1.390 0.271 -1.162
C -2.0064 -0.7761 -0.1947 -0.963 -1.098 -1.490
H -1.9110 -1.1254 1.9951 0.241 -0.496 0.416
H -2.0409 -1.5756 -1.0291 0.683 0.978 1.542
H -1.4927 0.1010 -0.5476 0.271 0.339 -0.518
H -3.0468 -0.5217 -0.0609 -0.270 0.087 0.473
O 1.5297 0.3308 -1.4885 0.105 -0.948 0.177
C 1.4523 1.3047 -0.7892 -1.678 1.307 1.111
O 0.7045 1.3416 0.3717 2.188 0.277 -2.355
H 1.8926 2.2558 -1.2387 -0.458 -0.633 1.140
H 0.5579 0.3987 0.6042 -0.010 0.061 0.047
```
Forces are in eV/Å.

* total charge: +1
* energy: -9339.4822 eV
* spin multiplicity: 2
* HOMO-LUMO gap (alpha / beta): 0.4447 / 0.1598 Ha
* energy relative to the best compared isomer or geometry (same formula, charge and spin): 23.9 kcal per mole
* <S²>: 0.76

=====

Entry 3:
A cluster of 2 separate species, C3H6O3S in total, computed with wB97M-V/def2-TZVPD.

Structure (XYZ):
```
13
Properties=species:S:1:pos:R:3:forces:R:3
O 2.5689 0.6393 -0.0268 0.253 2.086 0.135
S 2.3439 -0.7144 -0.2641 0.803 -0.124 1.221
O 1.7578 -1.1483 -1.4416 -1.056 -0.871 -2.336
O 2.8022 -1.6388 0.6883 0.192 -1.034 0.794
C -0.3466 -0.0618 0.6601 -0.898 -0.564 -1.578
C -1.8099 0.1194 0.2820 -2.619 0.384 0.611
C -0.7813 0.7565 -0.5761 -0.425 2.509 0.222
H -0.0028 -1.1122 0.4358 -0.055 1.289 0.699
H 0.0463 0.5756 1.4576 -0.076 -0.881 -0.042
H -2.6020 -0.5358 -0.1154 1.543 -1.060 -0.135
H -2.5312 0.7059 0.9236 1.676 0.288 -0.394
H -0.8595 1.8889 -0.3675 0.893 -1.807 -0.623
H -0.5859 0.5256 -1.6561 -0.231 -0.216 1.427
```
Forces are in eV/Å.

* total charge: 0
* energy: -20182.8496 eV
* SMILES: O=S(=O)=O.C1CC1
* HOMO-LUMO gap: 0.3934 Ha
* energy relative to the best compared isomer or geometry (same formula, charge and spin): 47.9 kcal per mole